Molecular formula: C7H14
Method: DFT, ωB97M-V with the def2-TZVPD basis set

Its charge is -1. As for the spin multiplicity: 2. The value obtained for the orbital gap (alpha / beta) is 1.898 / 7.017 eV. The total energy is -274.9948 Eh. Its energy above the lowest of the compared OMol25 structures with the same formula, charge and spin is 20.7 kcal/mol. Its expectation value of S² is 0.753. Its strongest force on any atom is 3.3 eV/A.

Last column: Löwdin charge in e.
Element x y z (Å)
C1 0.7458 -2.1436 -1.1941  -0.293
H1 -0.9089 -0.7834 -1.4167  0.073
H2 -1.0749 1.4117 -0.8017  0.029
H3 1.8674 -2.8067 0.5795  0.063
C2 0.1711 -0.0912 0.3135  -0.279
H4 -0.6985 1.7522 2.1399  0.039
H5 1.1717 0.1714 -0.0660  0.070
C3 -1.7304 3.2804 0.9172  -0.209
H6 2.7475 -2.9301 -0.9273  0.051
C4 2.0329 -2.3057 -0.3813  -0.145
C5 -0.8944 2.0435 1.1107  -0.342
H7 -1.0158 -1.8411 -0.0169  0.088
H8 2.5079 -1.3502 -0.1707  0.048
H9 1.0543 -1.7315 -2.1430  0.070
C6 -0.3281 -1.2159 -0.6034  -0.241
H10 -1.0969 4.1639 0.7747  0.017
H11 -2.3216 3.1908 0.0066  0.037
C7 -0.6096 1.1640 0.1475  -0.296
H12 -2.3276 3.4538 1.8070  0.040
H13 0.3384 -3.1252 -1.4398  0.082
H14 0.3696 -0.3071 1.3641  0.099

***

Molecular formula: C5H7IN2S
Method: DFT, ωB97M-V with the def2-TZVPD basis set

Its charge is 0. The value obtained for the orbital gap (alpha / beta) is 7.258 / 6.630 eV. The total energy is -999.9889 Eh. Its energy above the lowest of the compared OMol25 structures with the same formula, charge and spin is 59.9 kcal/mol. Its strongest force on any atom is 4.7 eV/A.

Last column: Löwdin charge in e.
Element x y z (Å)
H1 1.3397 2.0222 -0.9607  0.048
H2 -0.7982 -3.7385 1.2484  0.104
N1 -1.6804 -1.8727 0.8404  0.069
H3 0.7559 0.9963 -2.2223  0.127
N2 0.1808 -0.7890 0.3859  -0.133
I1 3.1176 -0.4777 -0.2691  0.845
H4 -0.3425 1.6222 -0.7298  0.055
C1 1.0137 0.1996 -0.1218  -0.706
C2 0.6103 1.2455 -1.0994  -0.200
H5 1.4054 -2.4315 1.0035  0.024
C3 -1.2229 -0.7090 0.5086  -0.127
C4 0.4707 -2.0523 0.9525  -0.085
H6 0.7029 1.1907 3.0747  -0.253
C5 -0.7065 -2.7055 1.0331  -0.166
H7 -1.8152 0.1329 0.5027  0.097
S1 0.5278 1.8996 1.8954  0.303

***

Molecular formula: C2H8NO
Method: DFT, ωB97M-V with the def2-TZVPD basis set

Its charge is +1. The value obtained for the orbital gap is 10.846 eV. The total energy is -210.7057 Eh. Its energy above the lowest of the compared OMol25 structures with the same formula, charge and spin is 29.7 kcal/mol. Its strongest force on any atom is 3.4 eV/A.

Last column: Löwdin charge in e.
Element x y z (Å)
H1 -1.4700 1.1486 1.3992  0.129
H2 -0.3224 -2.2138 0.6808  0.101
H3 0.2901 0.6648 0.4092  0.123
H4 -0.5021 -1.7613 -0.9710  0.108
H5 -2.1197 -0.6010 1.1680  0.127
C1 0.0813 -1.5497 -0.0752  0.045
H6 2.1236 1.4314 -1.1684  0.048
H7 1.1505 -1.4746 -0.2028  0.103
C2 -1.3469 0.1452 1.0101  0.175
H8 1.1366 2.4874 -1.6153  0.074
N1 -0.3373 -0.1344 0.2658  0.007
O1 1.3163 1.8575 -0.9004  -0.041

***

Molecular formula: CH3Cl2P
Method: DFT, ωB97M-V with the def2-TZVPD basis set

Its charge is 0. The value obtained for the orbital gap (alpha / beta) is 7.927 / 7.945 eV. The total energy is -1301.5951 Eh. Its energy above the lowest of the compared OMol25 structures with the same formula, charge and spin is 53.7 kcal/mol. Its strongest force on any atom is 2.4 eV/A.

Last column: Löwdin charge in e.
Element x y z (Å)
C1 -0.8607 -0.8999 0.0520  -0.039
Cl1 0.4191 2.1783 -1.1212  0.044
H1 -0.1469 -1.4224 -0.5523  -0.022
P1 0.7350 1.2972 0.6574  0.013
H2 -1.0265 -1.2605 1.0482  -0.026
H3 -1.6762 -0.4148 -0.4457  -0.023
Cl2 2.5561 0.5222 0.3617  0.053

***

Molecular formula: C4H8NO
Method: DFT, ωB97M-V with the def2-TZVPD basis set

Its charge is +1. The value obtained for the orbital gap (alpha / beta) is 6.406 / 6.472 eV. The total energy is -286.7601 Eh. Its energy above the lowest of the compared OMol25 structures with the same formula, charge and spin is 114.4 kcal/mol. Its strongest force on any atom is 5.3 eV/A.

Last column: Löwdin charge in e.
Element x y z (Å)
C1 -0.2495 -0.9324 0.5173  -0.100
H1 -0.5681 -1.8511 0.9513  0.142
H2 -1.4460 1.2474 0.5582  0.086
H3 2.8928 1.3683 -0.2819  0.084
H4 1.1958 -1.9378 -0.8695  0.092
H5 -2.3123 1.2493 -0.9733  0.115
H6 -1.2039 -0.6942 -1.3783  0.182
H7 1.2548 1.3594 0.5545  0.065
N1 -1.0929 -0.3828 -0.4345  0.041
C2 1.0643 -1.1569 -0.2607  -0.109
C3 -1.7054 0.7476 -0.2893  0.225
H8 -0.0687 -0.1208 1.2180  0.129
C4 2.0541 0.8838 0.0838  0.043
O1 1.8995 -0.2418 -0.4263  0.005

***

Molecular formula: C3H7NOSn
Method: DFT, ωB97M-V with the def2-TZVPD basis set

Its charge is +2. The value obtained for the orbital gap is 5.066 eV. The total energy is -462.0572 Eh. Its energy above the lowest of the compared OMol25 structures with the same formula, charge and spin is 32.0 kcal/mol. Its strongest force on any atom is 4.1 eV/A.

Last column: Löwdin charge in e.
Element x y z (Å)
H1 0.7417 2.2718 -1.1283  0.087
H2 1.9989 1.5311 -0.1780  0.106
H3 -0.0800 -2.5774 0.9806  0.111
H4 -0.6970 -1.3474 2.0034  0.112
C1 0.0928 0.4639 -0.1434  -0.506
C2 1.1569 1.3082 -0.8333  0.034
H5 -1.4044 -1.6723 0.3808  0.089
Sn1 -3.6882 1.4777 -1.0960  1.830
N1 0.4586 -0.6806 0.3927  0.069
O1 -1.0703 0.8836 -0.0379  -0.162
H6 1.5428 0.8467 -1.7423  0.102
C3 -0.4851 -1.5657 0.9567  -0.052
H7 1.4334 -0.9397 0.4449  0.180

***

Question: energy above the lowest of the compared OMol25 structures with the same formula, charge and spin of number 1 (C7H14)?
Answer: 20.7 kcal/mol

***

Question: Which value of strongest force on any atom does entry 4 give?
Answer: 2.4 eV/A